{
  "formula": "CsH30O19P",
  "method": "ωB97M-V/def2-TZVPD",
  "species": ["Cs", "P", "O", "O", "O", "O", "O", "H", "H", "O", "H", "H", "O", "H", "H", "O", "H", "H", "O", "H", "H", "O", "H", "H", "O", "H", "H", "O", "H", "H", "O", "H", "H", "O", "H", "H", "O", "H", "H", "O", "H", "H", "O", "H", "H", "O", "H", "H", "O", "H", "H"],
  "coordinates": [[1.070, 3.345, 0.957], [0.074, 0.193, -0.203], [1.192, 0.346, -1.238], [-0.879, -0.994, -0.477], [-0.760, 1.512, 0.045], [0.810, -0.158, 1.178], [2.842, -1.469, -2.260], [2.770, -2.106, -1.540], [2.238, -0.735, -1.992], [3.410, 0.380, 0.290], [3.055, 0.604, -0.570], [2.643, 0.064, 0.796], [-0.199, -2.257, 2.768], [-1.164, -2.217, 2.786], [0.053, -1.505, 2.191], [-2.625, -1.284, 1.667], [-1.972, -1.314, 0.932], [-2.937, -0.371, 1.680], [-2.586, -3.206, -0.974], [-1.975, -2.451, -0.890], [-2.064, -3.961, -0.690], [-0.101, -1.666, -2.974], [-0.304, -1.184, -2.127], [0.837, -1.901, -2.907], [-3.205, 1.774, 1.218], [-2.459, 1.578, 0.595], [-2.936, 2.572, 1.680], [-0.180, 1.083, -3.553], [0.011, 0.135, -3.475], [-0.242, 1.396, -2.635], [-1.927, 3.018, -1.744], [-1.503, 3.848, -1.981], [-1.310, 2.586, -1.096], [-3.217, -0.049, -1.218], [-2.335, -0.354, -0.854], [-3.183, 0.910, -1.192], [2.632, 2.189, 3.142], [2.569, 1.319, 2.729], [1.881, 2.224, 3.741], [2.255, -0.867, 3.192], [1.634, -0.538, 2.508], [2.162, -1.822, 3.156], [2.309, 2.666, -1.799], [1.853, 1.828, -1.578], [2.688, 2.508, -2.667], [-0.641, 1.222, 2.694], [-0.173, 0.619, 2.083], [-1.124, 1.816, 2.120], [0.533, -3.384, -0.719], [0.452, -3.341, 0.242], [0.031, -2.601, -1.036]],
  "forces_ev_per_a": [[0.406, 0.110, -0.237], [0.600, -0.692, 2.546], [-1.024, 0.644, -0.061], [0.642, 0.777, -0.384], [0.875, -1.014, -1.066], [-0.814, 0.685, -1.564], [-0.045, -0.018, -0.414], [-0.107, 0.102, 0.091], [0.188, -0.387, 0.177], [0.941, 0.337, 0.804], [-0.213, -0.181, -0.014], [-0.155, -0.149, -0.391], [0.157, -0.318, -0.075], [-0.030, 0.242, -0.178], [-0.225, -0.282, 0.083], [0.194, -0.209, 0.057], [-0.516, 0.100, 0.363], [0.042, 0.023, -0.024], [-0.050, -0.085, -0.002], [-0.387, -0.275, -0.117], [0.178, 0.081, -0.044], [0.008, 0.273, 0.147], [-0.070, -0.709, -0.864], [0.027, 0.070, 0.017], [-0.042, 0.006, -0.273], [-0.242, 0.111, 0.409], [-0.057, 0.020, -0.015], [-0.029, 0.615, -0.160], [-0.119, -0.039, 0.023], [0.007, -0.251, -0.637], [0.282, 0.494, 0.298], [-0.038, -0.070, -0.184], [-0.459, -0.291, -0.237], [0.315, -0.183, 0.285], [-1.029, 0.359, -0.688], [0.038, 0.087, -0.189], [0.134, 0.532, 0.057], [0.197, -0.389, 0.125], [-0.166, -0.379, 0.127], [0.598, 0.347, 0.396], [0.091, -0.332, 0.025], [-0.205, -0.002, 0.001], [0.345, 0.818, 0.101], [-0.370, -0.611, -0.178], [-0.135, -0.026, -0.053], [-0.222, 1.277, 1.720], [0.364, -0.294, -0.085], [-0.237, -0.477, -0.103], [0.024, -0.072, -0.038], [-0.028, 0.222, -0.004], [0.363, -0.595, 0.425]],
  "multiplicity": 1,
  "homo_ev": -4.029,
  "total_energy_ha": -1809.3840,
  "charge": -2,
  "e_above_lowest_ev": 1.191
}


{
  "formula": "CuF30P5",
  "method": "ωB97M-V/def2-TZVPD",
  "species": ["Cu", "P", "F", "F", "F", "F", "F", "F", "P", "F", "F", "F", "F", "F", "F", "P", "F", "F", "F", "F", "F", "F", "P", "F", "F", "F", "F", "F", "F", "P", "F", "F", "F", "F", "F", "F"],
  "coordinates": [[-0.085, -0.117, 0.080], [2.339, -1.886, -2.453], [2.158, -3.073, -1.392], [1.512, -0.917, -1.334], [3.709, -1.488, -1.677], [2.707, -0.624, -3.410], [3.073, -2.877, -3.513], [0.936, -2.179, -3.161], [2.301, 1.931, 0.794], [2.949, 3.351, 0.534], [3.825, 1.404, 1.131], [2.026, 2.238, 2.351], [1.737, 0.379, 0.996], [0.761, 2.381, 0.575], [2.404, 1.584, -0.761], [-1.394, 1.401, -2.515], [0.087, 1.933, -2.196], [-1.030, -0.093, -1.998], [-1.765, 1.708, -0.932], [-2.977, 0.926, -2.620], [-1.821, 2.898, -2.979], [-1.021, 0.909, -3.995], [-1.562, -2.664, 0.671], [-2.329, -2.458, 2.055], [-2.826, -3.477, 0.114], [-2.115, -1.161, 0.199], [-0.820, -2.784, -0.753], [-0.231, -1.906, 1.241], [-0.926, -4.100, 1.135], [-1.666, 1.293, 3.393], [-1.067, 0.507, 2.031], [-1.834, -0.224, 4.031], [-0.162, 1.328, 4.004], [-2.220, 1.973, 4.781], [-1.493, 2.715, 2.654], [-3.183, 1.167, 2.912]],
  "forces_ev_per_a": [[0.315, 0.378, 0.086], [0.678, 0.793, 0.663], [-0.233, -0.626, -0.349], [-0.237, 0.348, -0.317], [0.249, -0.530, 0.021], [-1.237, -0.210, -0.054], [0.221, -0.046, 0.340], [0.230, 0.210, -0.032], [0.670, 0.414, 0.287], [-0.461, 1.157, -0.003], [-1.035, -0.431, -0.157], [0.827, -0.261, -0.053], [-1.055, -1.216, 0.168], [-0.091, 0.135, -0.632], [0.489, 0.018, 0.101], [-1.479, 0.676, 1.167], [-0.047, -0.470, -0.557], [0.805, -0.875, 0.553], [0.358, 0.405, 0.132], [0.857, 0.147, -0.987], [0.057, -0.570, -0.144], [-0.382, 0.638, 0.138], [-0.511, -1.668, -0.154], [0.491, -0.085, 0.042], [-0.437, 0.605, -0.525], [0.404, -0.360, -0.202], [-0.221, 0.130, 0.165], [0.614, 0.491, 0.251], [0.021, 0.735, 0.249], [0.500, -1.331, 1.215], [-0.126, 0.565, -0.354], [0.117, 0.733, 0.116], [-0.498, 0.359, -0.470], [0.295, 0.116, -0.328], [-0.033, -0.592, 0.480], [-0.117, 0.219, -0.858]],
  "multiplicity": 2,
  "homo_ev": [-4.525, -4.524],
  "total_energy_ha": -6344.3935,
  "charge": -3,
  "e_above_lowest_ev": 0.000,
  "s_squared": 0.751
}


{
  "formula": "CuH12O6",
  "method": "ωB97M-V/def2-TZVPD",
  "species": ["Cu", "O", "H", "H", "O", "H", "H", "O", "H", "H", "O", "H", "H", "O", "H", "H", "O", "H", "H"],
  "coordinates": [[-0.191, 0.174, 0.107], [2.495, -0.031, 2.747], [1.702, 0.230, 2.335], [2.950, -0.531, 2.054], [-1.060, -1.699, -2.318], [-0.456, -1.472, -2.992], [-1.353, -0.835, -2.085], [-1.128, 0.854, -1.402], [-0.640, 1.417, -2.033], [-2.035, 1.242, -1.303], [1.526, -0.051, -0.434], [1.705, -0.817, -0.996], [2.155, 0.665, -0.664], [-1.246, -1.322, 0.684], [-1.980, -1.790, 0.283], [-1.438, -1.157, 1.580], [-0.072, 1.410, 1.508], [-0.985, 1.449, 1.880], [0.049, 2.262, 1.056]],
  "forces_ev_per_a": [[-0.957, -1.097, 0.232], [1.587, -0.670, 0.275], [-1.616, 0.620, -0.639], [0.024, 0.057, 0.374], [-0.442, -1.140, 0.789], [1.192, -0.242, -1.541], [-0.679, 0.906, 0.505], [-2.087, 2.049, -1.885], [-0.491, -0.192, 0.198], [1.075, -0.287, -0.349], [3.457, -0.014, -1.334], [0.285, 0.116, 0.016], [-0.307, -0.810, 0.115], [-0.178, -1.077, -0.869], [-0.143, -0.256, -0.132], [-0.665, -0.255, 1.805], [-1.135, 2.019, 1.881], [1.035, 0.290, 0.015], [0.043, -0.017, 0.544]],
  "multiplicity": 1,
  "homo_ev": -12.381,
  "total_energy_ha": -2098.8306,
  "charge": 1,
  "e_above_lowest_ev": 2.076
}


{
  "formula": "CuH16O20S3Zn3",
  "method": "ωB97M-V/def2-TZVPD",
  "species": ["Zn", "Zn", "Zn", "Cu", "S", "O", "O", "O", "O", "S", "O", "O", "O", "O", "S", "O", "O", "O", "O", "O", "H", "H", "O", "H", "H", "O", "H", "H", "O", "H", "H", "O", "H", "H", "O", "H", "H", "O", "H", "H", "O", "H", "H"],
  "coordinates": [[-0.189, -0.681, 3.465], [2.152, 0.258, -2.225], [-0.978, 2.829, 0.138], [-1.054, -3.230, -1.497], [-0.064, -0.282, 0.046], [0.033, -0.441, 1.481], [-0.936, 0.892, -0.216], [1.301, -0.089, -0.522], [-0.695, -1.388, -0.638], [-1.227, 2.239, 3.396], [-0.005, 2.515, 4.136], [-2.395, 2.938, 3.894], [-1.013, 2.623, 1.980], [-1.455, 0.739, 3.428], [-0.051, -1.427, -4.083], [0.470, -1.670, -5.425], [-0.092, -2.642, -3.260], [0.831, -0.466, -3.373], [-1.377, -0.867, -4.219], [-1.051, 3.200, -1.853], [-1.554, 2.887, -2.625], [-0.401, 3.827, -2.205], [-3.082, 2.838, 0.019], [-3.767, 2.633, 0.673], [-3.479, 3.505, -0.561], [3.769, 1.190, -1.326], [4.195, 2.014, -1.607], [4.293, 0.874, -0.575], [-2.970, 0.246, -1.861], [-3.800, 0.142, -1.385], [-2.269, 0.203, -1.175], [-1.502, -2.213, 3.041], [-1.619, -3.140, 2.800], [-2.386, -1.907, 3.313], [2.723, -2.053, 0.626], [2.164, -1.249, 0.593], [2.990, -2.142, 1.542], [3.099, -1.574, -2.080], [3.442, -2.327, -2.579], [3.168, -1.836, -1.135], [1.415, -2.079, 3.698], [1.276, -3.035, 3.797], [2.091, -1.854, 4.362]],
  "forces_ev_per_a": [[-0.383, 0.688, -0.713], [0.121, -1.388, 0.007], [-1.410, -0.950, 0.952], [0.360, 0.764, -0.505], [-1.570, 0.573, -0.413], [1.222, -0.627, 0.088], [1.160, -0.154, -0.473], [0.169, 0.836, 0.747], [-0.167, -1.091, 0.229], [0.276, 2.605, 3.513], [-0.101, -0.684, -0.541], [0.425, -1.091, -0.756], [0.598, 0.326, -2.090], [-0.226, -1.781, 0.029], [1.365, -1.176, 1.830], [-0.493, 0.075, -0.184], [-0.075, -0.150, -0.371], [0.162, 1.085, -0.343], [-1.009, 0.578, -0.875], [0.902, 0.890, -0.449], [-0.201, -0.398, 0.509], [-0.282, 0.007, -0.074], [-0.389, 0.530, -0.437], [0.420, 0.038, 0.270], [-0.073, -0.167, 0.065], [0.022, 0.645, -0.385], [-0.061, -0.147, -0.047], [-0.251, -0.265, -0.090], [0.323, -0.082, 0.329], [0.014, 0.014, -0.109], [-0.794, 0.141, -0.625], [-0.886, -0.087, 0.405], [0.269, 0.047, 0.079], [0.177, 0.006, -0.122], [-0.259, 0.498, -0.175], [0.332, -0.507, 0.082], [0.225, -0.135, 0.104], [0.484, -0.279, 0.627], [-0.125, 0.299, -0.299], [-0.039, -0.109, -0.093], [0.090, 0.450, 0.475], [-0.183, 0.209, -0.032], [-0.141, -0.036, -0.139]],
  "multiplicity": 2,
  "homo_ev": [-13.569, -13.569],
  "total_energy_ha": -9686.9570,
  "charge": 2,
  "s_squared": 0.762
}